{
  "formula": "C4H10NO",
  "method": "ωB97M-V/def2-TZVPD",
  "spin_multiplicity": 1,
  "largest_force_ev_per_a": 3.9,
  "total_charge": -1,
  "homo_energy_ev": -2.02,
  "total_energy_ha": -288.24001,
  "gap_ev": 5.62,
  "e_above_lowest_kcal_mol": 95.1,
  "species": ["C", "C", "N", "C", "C", "O", "H", "H", "H", "H", "H", "H", "H", "H", "H", "H"],
  "coordinates": [[1.89610, 0.15636, 0.54331], [1.34694, -0.59984, -0.64429], [-0.39678, -1.06105, -0.43463], [-0.86529, 0.23314, 0.02007], [-2.42752, 0.36510, -0.02519], [-2.83149, 1.45874, 0.58829], [1.74594, -0.41138, 1.46362], [1.41042, 1.11758, 0.63817], [2.94969, 0.40333, 0.43641], [1.27921, 0.01974, -1.53852], [2.03909, -1.41710, -0.90659], [0.46694, -1.44331, -0.06184], [-0.41174, 1.09954, -0.47676], [-0.69278, 0.31728, 1.10063], [-2.67807, 0.34061, -1.12012], [-2.83065, -0.57875, 0.41745]]
}